(1)
ORCA calculation (wB97M-V/def2-TZVPD) on a molecular structure, C14H23N6OSV.

Its expectation value of S² is 3.760. The value obtained for the orbital gap (spin up / spin down) is 7.5 / 7.7 eV. The LUMO energy (spin up / spin down) is -2.7 / -2.7 eV. The largest force on an atom comes out at 0.63 eV/A.

Structure (ORCA input):
```
! wB97M-V def2-TZVPD RIJCOSX def2/J DEFGRID3
* xyz 1 4
H 1.018 -2.299 0.533
N 0.600 -1.449 -2.522
H -0.291 0.601 4.893
C -3.658 -1.726 -3.645
C 2.677 0.885 -1.443
N -1.837 -0.635 2.432
C -2.281 -0.659 -1.951
H 3.373 1.706 -1.631
C 2.775 -2.100 -1.637
H 1.617 2.085 -0.187
H 0.251 -2.336 -2.884
H 3.826 -2.207 -1.914
H 3.353 -1.987 0.409
H 3.544 0.098 -3.207
C 2.715 -1.411 -0.267
H -4.558 -2.765 -0.566
N 1.334 -1.368 0.275
C -0.886 0.019 3.033
H -5.154 -3.104 -2.931
H 1.026 2.094 -1.689
H 4.360 -0.096 -0.566
H 1.340 -0.836 1.158
S 0.399 0.966 2.294
H -3.920 -1.847 -4.688
C 2.542 0.139 -2.775
H 0.010 -0.690 -2.898
H -2.135 -0.268 -4.047
C -2.983 -1.370 -0.951
H 2.369 -3.115 -1.580
H 3.214 0.497 0.613
C -2.744 -1.255 0.478
H 1.939 0.716 -3.482
O -1.279 0.173 -1.677
C 2.074 -1.311 -2.733
N -0.869 -0.042 4.385
C 3.293 0.000 -0.357
N 1.401 1.474 -0.974
C -4.015 -2.237 -1.342
H -3.433 -1.783 1.135
C -4.353 -2.430 -2.664
H 2.269 -1.752 -3.711
H 0.395 -1.415 -1.510
H -1.666 -0.449 4.846
V -0.316 0.425 0.030
N -1.806 -0.585 1.050
C -2.646 -0.856 -3.291
*
```

=====

(2)
ORCA calculation (wB97M-V/def2-TZVPD) on a molecular structure, C5H8N.

Its expectation value of S² is 2.008. The value obtained for the orbital gap (spin up / spin down) is 7.3 / 7.8 eV. The LUMO energy (spin up / spin down) is -4.9 / -8.9 eV. The largest force on an atom comes out at 4.02 eV/A.

Structure (ORCA input):
```
! wB97M-V def2-TZVPD RIJCOSX def2/J DEFGRID3
* xyz 1 3
H 3.025 -0.668 0.921
C 1.676 0.633 -0.415
H -1.559 -0.523 -1.618
H 2.798 -1.204 -0.890
H -0.237 1.888 -1.034
H 0.139 2.205 0.706
C -0.404 -0.041 0.285
C -0.031 1.426 -0.081
C -1.572 -0.632 -0.478
C 2.509 -0.533 -0.044
H -0.428 -0.127 1.343
H -2.459 0.100 -0.176
N 1.007 -0.389 -0.094
H -1.905 -1.671 -0.214
*
```

=====

(3)
ORCA calculation (wB97M-V/def2-TZVPD) on a single C5H10O2 molecule.

The value obtained for the orbital gap is 10.6 eV. The LUMO energy is 0.8 eV. The largest force on an atom comes out at 0.52 eV/A. Its SMILES is CC(=O)C(C)(C)O.

Structure (ORCA input):
```
! wB97M-V def2-TZVPD RIJCOSX def2/J DEFGRID3
* xyz 0 1
C 0.223 0.566 0.023
O -2.132 0.493 0.175
H 1.631 -1.081 -0.189
H 1.379 -0.551 1.494
C 0.373 1.016 -1.435
H 2.329 0.444 0.377
C -1.118 -0.178 0.220
C -1.169 -1.640 0.577
H -0.760 -1.763 1.589
H 0.532 0.179 -2.122
H -2.211 -1.967 0.573
H -0.512 1.576 -1.755
O 0.114 1.711 0.853
H 1.243 1.678 -1.490
C 1.457 -0.213 0.457
H -0.567 -2.259 -0.096
H -0.812 1.989 0.748
*
```

=====

(4)
ORCA calculation (wB97M-V/def2-TZVPD) on 3 unconnected molecules or ions with the total composition C5H13NO3.

The value obtained for the orbital gap is 10.1 eV. The LUMO energy is 0.5 eV. The largest force on an atom comes out at 3.00 eV/A. Its SMILES is O=CN1CCCC1.O.O.

Structure (ORCA input):
```
! wB97M-V def2-TZVPD RIJCOSX def2/J DEFGRID3
* xyz 0 1
O -0.326 -0.594 2.584
C -1.125 -1.169 -0.756
H -2.603 -0.209 0.556
H 0.149 -0.747 -2.448
H 0.882 2.553 -0.350
O 3.431 -0.766 1.143
H -0.932 -1.697 0.168
H -0.767 -0.605 3.433
C -1.054 1.105 -0.039
H -1.562 -1.971 -1.416
H 3.486 -0.108 0.431
H -2.620 0.242 -1.261
C 0.164 -0.614 -1.372
H 1.006 -1.124 -0.873
N 0.097 0.788 -0.997
H 2.864 -1.463 0.785
C 1.170 1.604 -0.834
H -0.227 0.321 2.300
H -0.740 1.055 0.980
H -1.472 2.057 -0.301
O 2.240 1.367 -1.365
C -2.060 -0.025 -0.370
*
```